{
  "formula": "C4H4NO",
  "method": "ωB97M-V with the def2-TZVPD basis set",
  "orbital_gap_ev": [9.18, 9.18],
  "relative_energy_kcal_mol": 111.2,
  "total_energy_ha": -284.2788,
  "total_charge": 1,
  "species": ["C", "C", "C", "C", "N", "O", "H", "H", "H", "H"],
  "positions_angstrom": [[0.474, -1.576, 0.592], [1.241, -0.927, -0.146], [0.423, 0.770, -1.250], [-0.541, -0.769, 1.324], [-0.879, 0.154, 0.516], [1.483, 0.265, -0.686], [-0.313, 0.172, -1.852], [0.522, 1.845, -1.584], [-0.837, -0.867, 2.270], [-1.574, 0.935, 0.815]]
}

=====

{
  "formula": "CHO3Sm",
  "method": "ωB97M-V with the def2-TZVPD basis set",
  "orbital_gap_ev": [8.07, 9.06],
  "multiplicity": 7,
  "s2": 12.0074,
  "relative_energy_kcal_mol": 7.3,
  "total_energy_ha": -922.1516,
  "total_charge": 1,
  "species": ["Sm", "O", "H", "O", "C", "O"],
  "positions_angstrom": [[-2.358, 0.076, 0.602], [-0.538, 0.707, -0.746], [0.019, 1.482, -0.841], [2.002, -0.430, -0.004], [0.855, -0.630, 0.165], [0.020, -1.205, 0.823]]
}

=====

{
  "formula": "C32H84AsF6NO26S8",
  "method": "ωB97M-V with the def2-TZVPD basis set",
  "orbital_gap_ev": 6.41,
  "total_energy_ha": -9298.9896,
  "species": ["C", "C", "C", "O", "C", "N", "H", "H", "H", "H", "H", "H", "H", "H", "H", "H", "H", "H", "As", "F", "F", "F", "F", "F", "F", "C", "C", "C", "O", "C", "H", "H", "H", "H", "H", "H", "H", "H", "O", "S", "O", "O", "C", "C", "C", "H", "H", "H", "H", "H", "H", "H", "H", "O", "S", "O", "O", "C", "C", "C", "H", "H", "H", "H", "H", "H", "H", "H", "O", "S", "O", "O", "C", "C", "C", "H", "H", "H", "H", "H", "H", "H", "H", "O", "S", "O", "O", "C", "C", "C", "H", "H", "H", "H", "H", "H", "H", "H", "O", "S", "O", "O", "C", "C", "C", "H", "H", "H", "H", "H", "H", "H", "H", "O", "S", "O", "O", "C", "C", "C", "H", "H", "H", "H", "H", "H", "H", "H", "O", "S", "O", "O", "C", "C", "C", "H", "H", "H", "H", "H", "H", "H", "H", "O", "S", "O", "O", "C", "C", "C", "H", "H", "H", "H", "H", "H", "H", "H"],
  "positions_angstrom": [[-2.106, -2.527, -1.031], [-3.364, -3.234, -1.624], [-4.224, -2.307, -2.541], [-3.562, -1.994, -3.745], [-4.184, -0.954, -4.511], [-2.841, -4.471, -2.450], [-3.661, -4.970, -2.764], [-2.179, -4.287, -3.191], [-2.476, -5.157, -1.805], [-1.290, -3.101, -0.592], [-2.385, -1.691, -0.389], [-1.649, -2.000, -1.869], [-4.006, -3.676, -0.862], [-4.470, -1.454, -1.909], [-5.139, -2.860, -2.755], [-5.050, -1.418, -4.981], [-3.427, -0.707, -5.255], [-4.461, -0.062, -3.948], [0.202, 0.215, -0.313], [-1.256, -0.780, -0.770], [-0.679, 1.688, -0.783], [1.710, 1.146, -0.017], [1.094, -1.232, 0.271], [0.679, 0.008, -2.054], [-0.311, 0.430, 1.380], [-1.088, 0.312, -4.543], [-1.260, -0.678, -3.428], [-1.963, 0.209, -2.417], [-2.905, 0.886, -3.286], [-2.350, 1.211, -4.531], [-0.951, -0.173, -5.509], [-0.176, 0.869, -4.326], [-0.319, -1.042, -3.015], [-1.846, -1.508, -3.825], [-1.401, 0.946, -1.843], [-2.397, -0.483, -1.695], [-2.113, 2.273, -4.604], [-3.036, 0.998, -5.350], [-5.477, -0.656, 2.437], [-4.435, -0.769, 1.350], [-4.479, -1.724, 0.290], [-4.167, 0.737, 0.676], [-3.128, 0.932, -0.251], [-3.339, 2.314, -0.925], [-2.734, -0.918, 2.076], [-3.297, 0.274, -1.103], [-2.147, 0.870, 0.219], [-4.355, 2.254, -1.315], [-2.618, 2.350, -1.742], [-3.210, 3.137, -0.223], [-2.528, 0.019, 2.594], [-2.027, -1.182, 1.289], [-2.793, -1.707, 2.826], [1.837, 0.188, 2.272], [2.590, 1.471, 2.538], [2.668, 2.028, 3.877], [4.163, 1.231, 2.021], [4.341, 0.480, 0.809], [5.928, 0.309, 0.545], [2.096, 2.814, 1.345], [3.846, 0.868, -0.082], [3.921, -0.519, 0.926], [6.130, -0.528, -0.124], [6.290, 0.020, 1.531], [6.449, 1.187, 0.162], [2.703, 3.662, 1.661], [1.041, 2.986, 1.558], [2.258, 2.453, 0.329], [-0.470, -0.452, 5.657], [-0.682, -0.301, 4.179], [-1.929, -0.700, 3.475], [-0.295, 1.290, 3.772], [0.451, 2.079, 4.685], [0.381, 3.515, 4.217], [0.813, -1.152, 3.431], [1.460, 1.687, 4.820], [-0.047, 2.097, 5.654], [-0.660, 3.773, 4.021], [0.843, 3.578, 3.232], [0.762, 4.303, 4.867], [1.756, -0.702, 3.741], [0.734, -1.016, 2.353], [0.754, -2.222, 3.632], [-0.521, -2.716, 4.145], [-0.858, -3.185, 2.773], [-0.330, -4.491, 2.403], [-2.471, -3.026, 2.338], [-3.017, -3.847, 1.268], [-4.559, -3.756, 1.238], [-0.162, -2.017, 1.553], [-2.733, -4.884, 1.450], [-2.549, -3.521, 0.339], [-5.058, -4.376, 1.982], [-5.002, -4.029, 0.281], [-4.962, -2.775, 1.492], [-0.433, -2.332, 0.545], [0.921, -2.011, 1.670], [-0.625, -1.052, 1.758], [0.727, 6.783, 1.797], [1.323, 5.529, 1.252], [2.740, 5.179, 1.489], [0.441, 4.182, 1.706], [-0.983, 4.300, 1.970], [-1.642, 3.292, 1.042], [1.056, 5.447, -0.594], [-1.374, 5.309, 1.833], [-1.107, 4.044, 3.022], [-1.090, 2.353, 0.994], [-1.752, 3.711, 0.041], [-2.617, 2.949, 1.387], [1.580, 4.555, -0.936], [1.541, 6.309, -1.052], [-0.028, 5.460, -0.712], [4.803, -1.868, -0.156], [4.150, -2.839, 0.734], [3.910, -4.196, 0.169], [4.954, -3.053, 2.198], [5.596, -1.941, 2.736], [6.282, -2.316, 4.076], [2.522, -2.140, 1.329], [4.921, -1.096, 2.880], [6.351, -1.650, 2.006], [6.886, -3.201, 3.875], [5.653, -2.602, 4.919], [6.880, -1.467, 4.408], [2.109, -2.747, 2.134], [1.841, -2.042, 0.484], [2.833, -1.197, 1.780], [2.287, 4.171, -4.272], [1.688, 3.392, -3.185], [2.068, 3.648, -1.810], [0.025, 3.727, -3.293], [-0.873, 3.396, -2.231], [-2.017, 4.437, -2.301], [1.712, 1.577, -3.483], [-0.354, 3.396, -1.272], [-1.214, 2.377, -2.411], [-2.673, 4.397, -1.432], [-2.641, 4.452, -3.195], [-1.678, 5.469, -2.214], [0.952, 1.126, -2.845], [2.675, 1.088, -3.342], [1.264, 1.472, -4.471], [1.966, -4.276, -3.029], [2.056, -4.021, -1.560], [2.374, -5.147, -0.671], [3.114, -2.828, -1.229], [3.115, -1.656, -2.083], [3.499, -0.334, -1.289], [0.487, -3.164, -0.971], [2.259, -1.516, -2.744], [3.931, -1.887, -2.768], [3.463, 0.358, -2.130], [4.556, -0.307, -1.023], [2.875, -0.049, -0.442], [0.143, -2.490, -1.755], [0.580, -2.758, 0.036], [-0.346, -3.862, -1.056]]
}

=====

{
  "formula": "C6H15NO",
  "method": "ωB97M-V with the def2-TZVPD basis set",
  "orbital_gap_ev": 8.85,
  "relative_energy_kcal_mol": 48.7,
  "total_energy_ha": -367.5536,
  "smiles": "CCC(=CN)CC.O",
  "species": ["C", "C", "C", "C", "N", "C", "C", "H", "H", "H", "H", "H", "H", "H", "H", "H", "H", "H", "H", "H", "O", "H", "H"],
  "positions_angstrom": [[-2.285, 0.154, 0.230], [-1.015, 0.447, -0.665], [0.233, 0.536, 0.156], [0.629, -0.088, 1.271], [-0.048, -0.932, 2.187], [1.366, 1.418, -0.421], [1.303, 1.561, -1.935], [-2.129, -0.224, 1.235], [-2.712, 1.145, 0.409], [-3.023, -0.400, -0.346], [-0.885, -0.365, -1.378], [-1.341, 1.350, -1.138], [1.581, 0.174, 1.717], [0.575, -1.258, 2.901], [-0.605, -1.714, 1.888], [1.394, 2.419, 0.018], [2.343, 1.010, -0.175], [2.181, 2.066, -2.341], [0.469, 2.151, -2.318], [1.297, 0.614, -2.483], [-0.092, -2.594, -0.487], [-0.527, -1.891, -0.023], [0.453, -2.302, -1.218]]
}

=====

{
  "formula": "C2FLi2NiO2",
  "method": "ωB97M-V with the def2-TZVPD basis set",
  "orbital_gap_ev": [3.88, 4.86],
  "multiplicity": 3,
  "s2": 2.0225,
  "total_energy_ha": -1849.9219,
  "total_charge": -1,
  "species": ["C", "O", "Ni", "F", "C", "O", "Li", "Li"],
  "positions_angstrom": [[0.160, 1.038, -0.807], [-0.957, 1.663, -0.557], [-1.212, -0.288, 1.028], [-0.014, -1.768, 1.086], [1.278, 0.660, -0.457], [2.362, 0.041, -0.123], [1.434, -1.609, 0.059], [-2.686, 1.253, -0.751]]
}

=====

{
  "formula": "C2H6Si3",
  "method": "ωB97M-V with the def2-TZVPD basis set",
  "orbital_gap_ev": 9.12,
  "relative_energy_kcal_mol": 42.9,
  "total_energy_ha": -948.0828,
  "species": ["C", "C", "Si", "Si", "Si", "H", "H", "H", "H", "H", "H"],
  "positions_angstrom": [[3.063, 0.070, 0.067], [1.809, -0.211, 0.099], [0.766, 1.498, -0.068], [0.454, -1.728, -0.119], [-1.094, 0.117, -0.115], [1.238, 2.533, 0.961], [1.353, 1.971, -1.253], [0.479, -2.493, -1.413], [0.883, -2.375, 1.064], [-1.573, 0.252, 1.390], [-2.220, -0.051, -1.148]]
}